BrClH4Si2 | ωB97M-V with the def2-TZVPD basis set

```
8
Properties=species:S:1:pos:R:3:forces:R:3
Si 1.971630 0.167997 0.091570 -0.4 -0.6 -0.1
Si -3.143530 -0.955464 0.057517 -0.8 1.2 -0.1
Cl 0.883227 -1.569992 -0.063462 -0.8 -0.4 0.5
Br -4.236050 1.172697 -0.207852 0.7 -1.3 0.2
H 2.352215 0.403516 1.491781 0.8 -0.5 0.0
H 2.682106 -0.249072 -1.111132 1.2 0.7 0.1
H 1.266514 1.393679 -0.107965 -0.8 0.7 -0.6
H -1.776111 -0.363360 -0.150456 0.0 0.1 0.0
```
Positions in Å, forces in eV/Å.

Results
HOMO-LUMO gap: 7.91 eV
M: 175.6 g/mol
E_LUMO: -1.280 eV
E: -98384.39431 eV
Relative energy (zero: lowest compared OMol25 entry of this formula, charge and spin): 245.5 kJ/mol